(1)
Density functional theory data (ωB97M-V/def2-TZVPD) for a cluster of 21 separate species, H43O21 in total.

Geometry as XYZ:
```
64
Properties=species:S:1:pos:R:3:mulliken_charge:R:1
O -3.54 1.28 -1.92 -0.56
O -0.64 1.18 -4.98 -0.59
O 1.13 2.71 -2.57 -0.57
O -1.25 3.28 -3.22 -0.50
O -0.75 -2.91 -3.45 -0.59
O -2.82 -2.59 -0.57 -0.52
O 4.29 1.47 -0.97 -0.66
O -4.08 -3.23 1.47 -0.61
O -0.94 0.12 3.60 -0.67
O -0.37 -2.40 4.18 -0.77
O 1.71 0.32 3.57 -0.60
O 0.54 2.75 2.51 -0.62
O 4.04 -0.43 -2.84 -0.58
O -0.25 -1.12 -1.90 -0.54
O 0.80 -1.65 1.45 -0.38
O -1.78 0.29 1.28 -0.42
O -3.96 1.46 2.09 -0.68
O 3.85 0.95 2.00 -0.53
O -0.32 -4.37 1.09 -0.56
O 3.79 -2.29 -0.85 -0.59
O 0.52 4.86 0.04 -0.67
H -0.19 -5.22 0.68 0.29
H -3.53 -3.12 -0.89 0.31
H 3.63 0.87 -0.69 0.20
H -1.21 0.28 2.21 0.50
H 0.52 1.99 -2.51 0.30
H 0.35 -0.38 -1.87 0.15
H 5.16 1.19 -0.72 0.35
H -0.57 -3.31 -4.31 0.28
H -2.68 -1.74 -0.95 0.23
H 2.58 0.66 3.87 0.32
H 0.60 3.35 1.80 0.24
H -0.09 -2.72 3.24 0.36
H -1.30 0.93 0.69 0.36
H 3.83 1.17 1.06 0.26
H 1.14 4.26 -0.43 0.33
H 0.52 -2.11 4.51 0.36
H 0.97 2.91 -3.51 0.28
H 3.76 -2.31 -1.85 0.37
H 1.46 1.25 3.47 0.26
H 0.14 -1.72 -1.29 0.27
H -2.09 3.45 -3.64 0.27
H 1.00 5.68 0.11 0.32
H 1.56 -1.76 0.86 0.20
H 3.45 -0.33 -2.12 0.26
H -3.29 -3.72 1.30 0.30
H -1.55 0.88 -4.87 0.32
H -2.82 1.70 -1.48 0.29
H 3.75 -3.15 -0.42 0.27
H -0.22 -2.13 -3.28 0.38
H 4.81 0.10 -2.62 0.33
H -1.09 -4.24 0.53 0.25
H -1.17 3.70 -2.38 0.24
H -4.40 1.11 -1.54 0.27
H -4.67 0.94 1.73 0.35
H 0.29 -2.17 0.78 0.23
H -2.70 0.60 1.66 0.47
H -4.09 1.50 3.10 0.36
H 0.17 3.27 3.31 0.33
H -3.95 -2.32 1.26 0.31
H -0.83 -0.80 3.83 0.46
H 0.02 0.44 3.63 0.36
H -0.83 2.11 -4.96 0.28
H 4.12 1.81 2.32 0.33
```

## Properties
HOMO level = -0.4771 hartree
Net charge = +1
Orbital gap = 9.7704 eV
Lowest unoccupied orbital energy = -3.21 eV

(2)
Density functional theory data (ωB97M-V/def2-TZVPD) for a structure of composition H43O21.

Geometry as XYZ:
```
64
Properties=species:S:1:pos:R:3:mulliken_charge:R:1
O -1.03 -1.24 -3.74 -0.42
O 0.49 -0.63 4.42 -0.57
O -1.74 -1.80 -0.45 -0.67
O -2.15 3.05 -0.23 -0.48
O -0.59 2.24 2.51 -0.62
O -1.62 -3.44 2.36 -0.54
O 2.64 1.28 -0.97 -0.54
O -0.89 1.52 -4.29 -0.56
O 0.76 4.14 -1.80 -0.62
O 0.24 -5.34 0.88 -0.56
O -2.47 0.65 3.08 -0.73
O 1.09 1.90 0.59 -0.61
O 3.09 -0.36 3.61 -0.64
O -0.77 -0.46 1.55 -0.82
O -3.69 -0.25 -0.32 -0.68
O 1.75 1.20 -4.42 -0.50
O 0.80 -0.46 -1.28 -0.52
O -4.38 0.78 1.67 -0.65
O 3.89 -0.87 -1.94 -0.62
O 1.60 -4.28 -1.69 -0.59
O 3.98 2.31 1.32 -0.63
H -2.99 3.12 -0.58 0.27
H -1.84 0.08 2.29 0.43
H 1.44 -0.70 4.23 0.36
H -2.43 -2.89 2.76 0.28
H 1.22 2.53 -0.11 0.33
H 2.96 0.79 -1.82 0.16
H 2.89 2.20 -0.86 0.28
H -4.77 0.41 2.44 0.28
H 3.19 2.18 0.95 0.35
H -0.90 2.85 1.77 0.34
H -1.68 1.56 2.90 0.60
H -2.45 0.28 3.91 0.30
H 1.04 4.03 -2.75 0.33
H -2.31 -1.03 -0.64 0.63
H 0.79 1.14 0.00 0.32
H 0.68 -4.63 -1.73 0.28
H 1.52 -1.07 -1.59 0.19
H -3.62 -0.51 0.67 0.34
H -1.05 -2.18 -3.35 0.24
H 2.50 1.06 -5.07 0.27
H -1.32 -1.38 0.94 0.48
H -1.01 -1.62 -1.12 0.23
H -1.79 1.87 -4.66 0.28
H -1.43 -1.62 -4.40 0.22
H 0.44 -4.92 1.78 0.28
H -4.55 -0.21 -0.46 0.25
H -0.05 4.71 -2.01 0.29
H 4.04 -1.63 -2.46 0.32
H 4.41 1.55 1.00 0.31
H -0.01 -0.59 2.28 0.28
H 3.76 0.10 4.13 0.34
H 1.16 1.47 -5.18 0.26
H 2.96 -0.65 -1.83 0.29
H -3.67 1.34 2.03 0.36
H -0.62 -5.41 0.42 0.30
H 0.42 -0.31 5.31 0.26
H -0.87 -3.39 2.76 0.25
H 3.00 0.16 2.94 0.29
H 2.01 -4.80 -1.02 0.30
H -0.88 1.51 -3.33 0.26
H -0.08 1.59 1.88 0.56
H 0.57 -0.25 -2.25 0.33
H -1.63 3.33 -1.04 0.22
```

## Properties
HOMO level = -0.4885 hartree
Net charge = +1
Orbital gap = 10.6419 eV
Lowest unoccupied orbital energy = -2.65 eV

Which of them is least stable? Easy: (2).

(1)
Density functional theory data (ωB97M-V/def2-TZVPD) for a cluster of 3 separate species, C6H12O in total.

Geometry as XYZ:
```
19
Properties=species:S:1:pos:R:3:mulliken_charge:R:1
O 0.77 -0.97 -0.09 -0.41
C 2.19 -1.01 -0.05 -0.71
C -0.25 1.56 -0.18 -0.76
C -0.92 0.21 1.33 -0.88
C -0.84 -1.54 -1.38 -0.83
C -1.62 1.28 0.54 -0.34
C 0.31 0.64 0.88 0.37
H -0.50 -2.55 -1.23 0.26
H 0.11 2.59 -0.19 0.31
H -2.47 1.00 -0.07 0.30
H -0.35 -0.96 -2.14 0.32
H 2.69 -1.92 -0.41 0.28
H -0.11 1.17 -1.20 0.16
H -1.13 -0.08 2.35 0.32
H -1.93 -1.44 -1.47 0.34
H 2.37 -0.98 1.03 0.25
H 2.55 -0.08 -0.53 0.26
H 1.09 1.01 1.55 0.51
H -1.92 2.06 1.26 0.25
```

## Properties
HOMO level (spin up / spin down) = -0.2696 / -0.2995 hartree
Orbital gap (spin up / spin down) = 6.8440 / 8.9460 eV
Lowest unoccupied orbital energy (spin up / spin down) = -0.49 / 0.80 eV

(2)
Density functional theory data (ωB97M-V/def2-TZVPD) for the molecule C6H12O.

Geometry as XYZ:
```
19
Properties=species:S:1:pos:R:3:mulliken_charge:R:1
O 0.83 -0.33 1.52 -0.59
C 0.25 1.12 -0.34 -1.06
C 0.66 -0.29 0.10 1.18
C -0.61 -1.08 -0.21 -0.88
C -1.73 -0.19 0.34 -0.60
C -1.21 1.27 0.15 -0.46
C 1.92 -0.83 -0.56 -1.75
H -1.26 1.82 1.09 0.26
H -0.70 -1.21 -1.30 0.31
H 0.30 1.19 -1.44 0.35
H 0.90 0.58 1.84 0.40
H 0.92 1.89 0.05 0.39
H -1.86 -0.40 1.40 0.23
H 2.78 -0.20 -0.33 0.35
H 2.12 -1.84 -0.18 0.39
H -2.69 -0.36 -0.15 0.38
H 1.80 -0.89 -1.65 0.35
H -0.59 -2.08 0.24 0.41
H -1.82 1.83 -0.57 0.34
```

## Properties
HOMO level = -0.3741 hartree
Structure (SMILES) = CC1(O)CCCC1
Orbital gap = 11.1430 eV
Lowest unoccupied orbital energy = 0.96 eV

Which of them is least stable? Easy: (1).

(1)
Density functional theory data (ωB97M-V/def2-TZVPD) for the molecule C6H12O.

Geometry as XYZ:
```
19
Properties=species:S:1:pos:R:3:mulliken_charge:R:1
O -0.28 2.46 0.34 -0.47
C -2.45 -0.75 0.33 -1.20
C -1.10 -0.91 -0.36 -0.67
C 1.39 -0.37 -0.22 -0.70
C -0.30 1.45 -0.33 -0.22
C -0.04 0.06 0.18 0.61
C 2.47 0.59 0.27 -1.19
H 3.47 0.18 0.08 0.38
H 1.56 -1.37 0.18 0.34
H -0.74 -1.94 -0.24 0.36
H -1.21 -0.75 -1.44 0.34
H 1.44 -0.47 -1.32 0.30
H -2.37 -1.00 1.40 0.32
H -0.51 1.51 -1.43 0.31
H -0.09 0.11 1.28 0.21
H 2.38 0.76 1.35 0.31
H -3.21 -1.41 -0.11 0.37
H -2.82 0.28 0.26 0.31
H 2.41 1.56 -0.23 0.31
```

## Properties
HOMO level = -0.3559 hartree
Structure (SMILES) = CCC(C=O)CC
Orbital gap = 10.7770 eV
Lowest unoccupied orbital energy = 1.09 eV

(2)
Density functional theory data (ωB97M-V/def2-TZVPD) for a cluster of 2 separate species, C6H12O in total.

Geometry as XYZ:
```
19
Properties=species:S:1:pos:R:3:mulliken_charge:R:1
O -1.52 -1.25 -1.88 -0.69
C 0.94 0.90 0.60 -0.55
C 0.18 1.85 -1.72 -0.80
C -0.16 1.49 -0.48 -0.12
C -0.82 -0.94 1.67 -1.07
C 0.45 -0.63 0.83 0.56
C 1.47 -1.54 0.77 -0.89
H 0.94 1.54 1.58 0.26
H -0.50 2.51 -2.25 0.29
H -1.07 -2.01 1.69 0.35
H 1.86 1.04 -0.04 0.32
H -0.68 -0.64 2.71 0.32
H -1.82 -0.47 1.29 0.25
H 1.15 1.61 -2.25 0.22
H 2.42 -1.13 0.45 0.27
H -1.60 -0.47 -2.57 0.34
H -1.34 -0.84 -1.03 0.34
H -1.21 1.63 -0.08 0.34
H 1.31 -2.64 0.73 0.26
```

## Properties
HOMO level = -0.3443 hartree
Structure (SMILES) = C=CCC(=C)C.O
Orbital gap = 10.1660 eV
Lowest unoccupied orbital energy = 0.80 eV

Which of them is least stable? Easy: (2).